DFT (ωB97M-V/def2-TZVPD) results for a 12-piece molecular cluster, C40H106N2O14 overall in a non-equilibrium geometry.

Geometry as XYZ:
```
162
Properties=species:S:1:pos:R:3:forces:R:3
C -10.937508 7.548343 -0.042312 -0.544 -1.493 0.739
O -9.574078 7.221363 -0.185612 1.306 0.321 -0.555
C -9.220758 5.830823 -0.169112 -0.064 -0.980 -0.223
C -7.811478 5.467313 -0.741002 -3.513 0.739 -1.405
N -6.804958 5.962183 0.057598 2.113 0.693 1.065
C -5.563578 5.873803 -0.689622 1.042 -0.109 0.806
C -5.088848 4.421643 -0.661532 -0.770 -0.300 -0.646
O -3.742778 4.173983 -0.908342 2.428 0.843 -1.067
C -3.150028 4.801773 -2.119692 -1.529 -0.965 0.801
H -11.153098 8.585443 0.214678 0.759 0.091 -0.322
H -11.340498 6.963143 0.784278 -0.155 -0.061 0.390
H -11.558658 7.237013 -0.882162 0.208 0.169 -0.515
H -9.925838 5.250383 -0.764142 -0.360 0.044 -0.034
H -9.238078 5.444923 0.850138 -0.259 0.105 0.297
H -7.813018 5.881953 -1.749052 0.127 0.679 -0.571
H -7.689608 4.419123 -1.014062 -0.425 -0.361 0.920
H -6.993188 6.923683 0.302948 -0.061 0.115 0.025
H -4.758118 6.418133 -0.196642 -0.122 0.341 0.183
H -5.693838 6.297753 -1.685312 0.131 -0.124 -0.375
H -5.668868 3.802003 -1.345432 -0.291 -0.049 -0.324
H -5.312898 4.038163 0.333878 0.209 0.070 0.113
H -3.667158 4.400513 -2.991282 -0.412 0.229 -0.158
H -2.119788 4.495533 -2.301102 0.031 0.031 0.902
H -3.256908 5.885533 -2.073522 0.157 -0.048 -0.046
C 9.121912 5.658503 -8.136282 -0.382 -0.692 -0.300
O 9.774602 4.384053 -7.876192 -0.480 0.707 0.401
C 9.383432 3.818093 -6.580412 0.639 0.584 -0.220
C 8.004272 3.204473 -6.653362 0.451 0.284 -0.046
N 8.017902 2.215073 -7.699012 -0.235 -0.895 -0.144
C 6.749062 1.496103 -7.873712 0.227 1.271 -0.574
C 6.529922 0.321073 -7.013012 0.627 -1.253 1.696
O 6.107582 0.624533 -5.670632 -0.692 0.345 -0.632
C 5.297752 -0.406637 -5.090412 1.473 0.630 -0.712
H 8.037642 5.554883 -8.177862 -0.270 -0.098 0.917
H 9.223492 6.042043 -9.151512 1.178 -0.594 -0.240
H 9.438402 6.470633 -7.481802 -0.032 -0.257 0.384
H 9.543882 4.575273 -5.812932 -0.719 0.450 0.049
H 10.090102 3.065083 -6.231592 0.294 -0.277 -0.952
H 7.318532 4.006513 -6.926482 -0.615 0.110 0.544
H 7.759832 2.713213 -5.711552 -0.224 0.318 0.096
H 8.338892 2.692363 -8.529232 -0.165 -0.316 -0.313
H 6.640482 1.147563 -8.900762 0.346 0.087 -0.126
H 5.886852 2.139463 -7.698292 -0.280 0.455 -0.046
H 7.456742 -0.212777 -6.802962 0.287 -0.318 -0.841
H 5.821432 -0.343647 -7.507282 -0.229 -0.091 0.092
H 5.615952 -1.378217 -5.468402 0.113 -0.247 0.089
H 4.263272 -0.271857 -5.406302 -0.235 0.078 0.688
H 5.598742 -0.323587 -4.046092 -1.079 -0.284 0.208
C 0.680442 -9.861997 3.100688 -0.358 -0.788 -1.069
C -0.416748 -10.643747 3.849728 -1.532 0.987 -0.994
C -1.622698 -9.773187 4.177418 1.095 0.931 2.492
O -1.045058 -11.645037 3.059458 1.051 -0.535 -0.679
H 0.291952 -9.387787 2.199418 -0.564 0.392 0.212
H 1.333972 -10.585887 2.613868 0.617 -0.195 0.483
H 1.262592 -9.117267 3.643448 -0.174 -0.304 0.316
H -0.002738 -11.103167 4.747298 -0.016 0.113 0.223
H -2.115548 -9.131587 3.446978 0.393 -0.567 -0.493
H -1.165388 -9.109167 4.910928 -0.308 0.783 0.205
H -2.351998 -10.291227 4.800198 -0.146 -0.349 -0.467
H -0.344938 -12.051357 2.543388 -0.058 -0.466 -0.229
C -9.228988 2.741183 6.247568 1.386 -0.751 0.787
C -7.895248 2.297933 6.934988 0.788 1.481 -0.727
C -6.608548 2.797683 6.297208 0.375 -0.601 -1.158
O -7.765908 2.894713 8.197208 -1.283 -0.270 1.330
H -9.147708 3.822823 6.140108 -0.442 -0.098 -0.207
H -10.027308 2.441483 6.926518 -0.222 0.324 0.001
H -9.404498 2.202363 5.316458 0.150 0.292 -0.173
H -7.846118 1.217793 7.072728 -0.026 -0.250 -0.362
H -6.509548 2.222353 5.376728 0.678 0.217 -0.211
H -5.745988 2.697013 6.955958 -0.124 -1.031 0.107
H -6.458968 3.857733 6.092248 -1.206 0.235 -0.307
H -8.447048 2.427483 8.686438 -0.074 0.449 0.914
C 9.856402 0.522713 -0.916912 0.834 -1.129 0.005
C 10.109612 -0.939917 -1.360972 -0.930 -0.664 1.268
C 9.442572 -2.072877 -0.504922 -0.556 1.809 -0.159
O 9.644012 -1.195487 -2.659752 0.669 0.096 -1.054
H 9.840762 1.206863 -1.765322 -0.158 -0.192 -0.063
H 10.781442 0.727483 -0.377962 -0.422 0.666 0.592
H 8.956452 0.615183 -0.308942 0.116 0.187 0.056
H 11.178842 -1.132877 -1.273692 0.101 0.077 -0.862
H 8.381882 -1.823667 -0.535482 -0.452 -0.403 -0.476
H 9.565562 -2.041027 0.577648 0.967 -0.358 -0.051
H 9.653492 -2.996637 -1.043692 -0.071 -0.129 0.628
H 8.686482 -1.127457 -2.670272 -0.102 0.048 0.105
C -2.600248 -3.246637 9.972518 0.736 0.584 0.067
C -3.580538 -4.227497 9.326428 1.311 -0.181 -0.297
C -4.078968 -3.744097 7.949738 -0.496 -0.276 -0.099
O -2.905248 -5.526067 9.233778 -0.514 0.822 -0.159
H -3.045828 -2.289437 10.243318 -0.483 -0.130 0.125
H -1.749138 -2.924187 9.372728 -0.112 -0.399 -0.739
H -2.089628 -3.635497 10.853518 -0.510 -0.328 0.200
H -4.408588 -4.320127 10.029178 -0.270 -0.060 -0.211
H -3.449788 -3.854097 7.066478 0.926 -0.086 0.574
H -4.340948 -2.686747 7.988098 -0.174 0.002 0.153
H -4.945608 -4.311407 7.610328 -0.382 0.038 0.422
H -3.445778 -6.183177 9.678338 -0.031 0.016 -0.040
C -0.307018 -7.371457 -5.962652 0.317 0.444 1.130
C -0.687778 -8.534037 -4.997062 1.165 -0.191 -3.488
C -1.356998 -8.172577 -3.753092 0.128 0.517 0.734
O -1.495128 -9.469577 -5.740422 0.204 -0.080 0.261
H -1.113358 -6.686617 -6.225172 -0.284 -0.160 0.171
H 0.217282 -7.610637 -6.887852 -0.289 -0.762 0.089
H 0.436372 -6.801867 -5.404942 0.033 0.446 0.073
H 0.272822 -9.017067 -4.818122 -0.050 -0.404 0.238
H -2.238298 -7.604207 -4.050362 -0.402 -0.134 0.622
H -0.714988 -7.558707 -3.121352 -0.112 0.158 -0.001
H -1.522968 -9.111897 -3.225612 -0.601 0.219 0.201
H -2.391098 -9.415017 -5.400062 -0.113 -0.049 -0.030
C -4.225928 -2.212447 -6.292922 -1.023 -0.397 -0.193
C -5.377338 -1.365587 -5.735362 2.859 0.596 1.917
C -5.815468 -1.697607 -4.318352 -0.504 -0.838 0.399
O -4.876968 -0.001917 -5.665772 -1.410 0.630 -1.349
H -3.218468 -2.063917 -5.904242 -0.324 0.299 0.721
H -4.105308 -2.004307 -7.356042 -0.296 -0.390 -0.128
H -4.551128 -3.227727 -6.065892 0.468 -0.434 -0.611
H -6.280638 -1.464327 -6.337362 0.319 0.680 -0.428
H -6.291148 -2.670637 -4.195712 -0.737 -0.012 -0.639
H -6.500778 -0.889077 -4.063942 -0.078 -0.265 0.450
H -5.081678 -1.857937 -3.528442 0.798 0.904 -0.296
H -4.165618 0.148593 -5.038932 -0.069 -0.772 0.167
C 5.615282 5.739823 -1.451932 0.154 -0.264 -1.077
C 5.040452 6.723153 -0.472052 1.210 -1.155 0.336
C 3.780632 6.187033 0.115618 -1.859 0.958 0.185
O 6.038242 6.928873 0.517268 0.203 0.975 0.563
H 6.675342 5.933853 -1.615432 -0.049 0.163 -0.067
H 5.102042 5.826743 -2.409592 -0.017 -0.221 -0.146
H 5.530462 4.708443 -1.109652 -0.103 -0.037 0.114
H 4.899542 7.674713 -0.984672 -0.107 0.138 0.342
H 3.412672 6.806053 0.933858 0.326 0.081 0.283
H 3.746262 5.151733 0.454838 0.524 -0.048 -0.185
H 2.984762 6.330563 -0.615192 -0.124 -0.410 -0.287
H 6.178772 6.130153 1.030988 -0.152 -0.188 -0.052
C 4.739372 2.778813 5.915118 1.627 -0.341 -0.437
C 6.294302 2.611003 5.930498 0.804 0.373 0.258
C 6.878062 1.325183 5.440448 -1.137 -1.987 -0.616
O 6.905272 3.547093 5.020378 -0.960 1.072 -0.150
H 4.394892 2.733153 4.881988 -0.071 0.070 -0.011
H 4.492482 3.748963 6.346338 -0.106 -0.141 -0.014
H 4.280782 1.959003 6.468028 -0.026 0.133 0.113
H 6.648452 2.752953 6.951538 -0.045 0.473 0.187
H 6.540592 0.414443 5.935168 -0.331 0.046 0.427
H 7.961762 1.209673 5.421588 0.017 0.750 0.075
H 6.494802 1.225323 4.424948 0.322 -0.159 -0.295
H 7.756292 3.897893 5.292958 -0.097 -0.285 0.445
C -1.088148 -1.050637 2.011038 -0.563 -0.062 1.339
C 0.191372 -1.109087 1.194498 -1.786 0.597 -0.158
C 1.020562 -2.292287 1.616468 0.480 -0.332 0.236
O -0.220728 -1.226287 -0.174152 0.914 -0.437 -0.327
H -1.920728 -0.453037 1.639848 0.253 0.151 -0.719
H -0.920598 -0.588497 2.983888 0.318 -0.161 0.253
H -1.507498 -2.037257 2.208108 0.094 -0.175 -0.131
H 0.680672 -0.150187 1.365388 0.523 -0.014 -0.221
H 0.647242 -3.208817 1.159638 -0.070 0.076 -0.120
H 0.948732 -2.432397 2.695038 -0.146 0.103 0.089
H 2.091662 -2.217477 1.428718 -0.073 0.171 -0.400
H -0.928048 -0.601697 -0.350722 0.048 0.093 0.159
C -7.619208 -2.152417 1.484388 2.291 -0.281 -0.701
O -8.527388 -2.962217 0.795578 -1.017 0.120 0.092
H -6.960268 -2.767777 2.096938 -0.163 0.030 0.562
H -6.922418 -1.823487 0.713418 0.008 0.313 -0.156
H -7.882908 -1.236367 2.012988 -1.042 -0.275 0.130
H -8.894448 -3.623357 1.386978 -0.072 0.096 0.071
```
Positions in Å, forces in eV/Å.

As for the max |F|: 3.9 eV/Å. The SMILES is COCCNCCOC.COCCNCCOC.CC(C)O.CC(C)O.CC(C)O.CC(C)O.CC(C)O.CC(C)O.CC(C)O.CC(C)O.CC(C)O.CO. Its molecular weight is 839.29 g mol⁻¹. The HOMO energy is -8.6 eV. As for the net charge: 0. Its orbital gap is 8.71 eV.